# C2H4NO2P

An isolated molecule of C2H4NO2P (ωB97M-V/def2-TZVPD, the OMol25 dataset).

As for the gap between HOMO and LUMO (alpha / beta): 7.9 / 7.9 eV. For the HOMO energy (alpha / beta), the calculation gives -9.097 / -8.512 eV.

Element x y z (Å)
C  -0.0836  0.4029  0.7361
C  0.0692  -0.7771  -0.1961
N  0.3702  -1.0522  2.5014
O  -0.3632  -0.1142  2.0751
O  0.8815  -3.4154  -0.0545
P  0.3588  -2.3272  0.8549
H  0.8109  1.0320  0.7755
H  -0.9511  1.0176  0.4973
H  -0.8402  -0.9662  -0.7664
H  0.9106  -0.6783  -0.8869

Atomic partial charges in e from the Mulliken method, atoms 1 to 4: atom 1 (C): -0.16, atom 2 (C): -0.71, atom 3 (N): -0.20, atom 4 (O): -0.13

***

# C2H2IN4

The ion C2H2IN4 with charge +1 (ωB97M-V/def2-TZVPD, the OMol25 dataset).

As for the gap between HOMO and LUMO: 7.8 eV. For the HOMO energy, the calculation gives -13.062 eV. As for the net charge: +1.

Element x y z (Å)
C  -3.3771  -0.2901  0.3129
C  -0.0593  0.1234  0.3475
N  -1.7980  1.8387  0.2342
N  -2.2831  -0.7585  0.3006
N  -1.1364  -0.8540  0.6674
N  -0.8664  1.2401  0.2789
I  -5.2642  0.0252  -0.1029
H  0.6365  -0.3306  -0.4784
H  0.5298  0.2528  1.2939

Atomic partial charges in e from the Mulliken method, atoms 1 to 4: atom 1 (C): -0.02, atom 2 (C): -0.03, atom 3 (N): -0.13, atom 4 (N): 0.47

***

# C10H18N3S

The ion C10H18N3S with charge +1 (ωB97M-V/def2-TZVPD, the OMol25 dataset).

As for the gap between HOMO and LUMO: 7.6 eV. Its SMILES is CCCN[C@H]1CCc2nc([NH3+])sc2C1. For the HOMO energy, the calculation gives -11.363 eV. As for the net charge: +1.

Element x y z (Å)
C  -4.3258  -0.6834  1.1212
C  -3.7444  0.4026  0.2261
C  -2.8957  -0.1960  -0.8995
N  -1.7364  -0.9075  -0.3647
C  -0.4409  -0.3213  -0.6308
C  -0.2700  0.9851  0.1560
C  1.0622  1.6585  -0.1696
C  2.1719  0.6723  -0.0679
N  3.4701  1.0386  0.0432
C  4.2367  0.0090  0.1153
N  5.6850  0.1769  0.2501
S  3.4514  -1.5428  0.0552
C  1.9518  -0.6813  -0.0821
C  0.6290  -1.3338  -0.1823
H  -4.9792  -1.3395  0.5511
H  -3.5241  -1.2791  1.5490
H  -4.9034  -0.2424  1.9292
H  -3.1331  1.0750  0.8287
H  -4.5508  0.9861  -0.2210
H  -2.5766  0.5974  -1.5871
H  -3.5214  -0.8886  -1.4688
H  -1.7475  -1.8728  -0.6690
H  -0.2878  -0.0969  -1.7067
H  -0.3294  0.7576  1.2208
H  -1.0828  1.6655  -0.0885
H  1.0443  2.0628  -1.1858
H  1.2550  2.4910  0.5077
H  6.0387  -0.2358  1.1265
H  6.1960  -0.2466  -0.5392
H  5.8568  1.1959  0.2600
H  0.3325  -1.7269  0.7964
H  0.6679  -2.1795  -0.8736

Atomic partial charges in e from the Mulliken method, atoms 1 to 4: atom 1 (C): -1.26, atom 2 (C): -0.27, atom 3 (C): -0.83, atom 4 (N): -0.13

***

# C18H21O8P

A structure of composition C18H21O8P (ωB97M-V/def2-TZVPD, the OMol25 dataset).

As for the gap between HOMO and LUMO: 7.7 eV. For the HOMO energy, the calculation gives -7.581 eV.

Element x y z (Å)
C  -5.4808  0.0710  -0.0420
H  -5.2110  0.0245  0.9493
H  -5.9663  -0.7031  -0.4695
O  -4.2539  0.0989  -0.8500
C  -3.3472  -0.9874  -0.7074
C  -3.6125  -2.1004  0.1636
C  -2.5678  -2.9777  0.5097
C  -1.2181  -2.5087  -0.2203
C  -1.0844  -1.3294  -0.9302
C  -2.0498  -0.5440  -1.0276
O  -1.9441  0.9474  -1.5515
P  -2.3434  2.0662  -0.6609
O  -2.5410  1.3999  0.6978
O  -0.9116  2.9635  -0.6626
H  -0.2611  2.5799  -0.1990
O  -3.3832  2.8107  -1.1908
H  -2.9676  2.9276  -2.1351
H  -0.1075  -1.1316  -1.1531
C  0.0403  -3.2668  0.2002
C  1.1739  -2.9400  0.5644
C  1.6937  -1.6318  0.2464
C  1.0076  -0.4422  1.0948
C  1.5854  0.8684  0.7836
C  2.6656  1.0208  0.1133
C  3.3823  0.0248  -0.8636
C  2.9774  -1.4004  -0.4276
H  3.3888  -2.4616  -0.8655
O  4.5351  0.3135  -1.3793
C  5.1339  -0.9406  -1.8252
H  5.6279  -1.6437  -1.1140
H  6.0636  -0.3270  -2.5003
H  4.5722  -1.4754  -2.7911
O  3.3094  2.2138  -0.3729
C  3.0872  3.1650  0.4249
H  2.0763  3.6577  0.3619
H  3.3464  3.2475  1.5311
H  3.8755  4.0237  -0.0667
O  0.9384  1.8797  1.5083
C  0.1722  1.7318  2.4510
H  -0.9131  1.3984  2.3242
H  0.8073  0.9804  3.3072
H  -0.0675  2.7612  3.0872
H  0.1435  -0.7374  1.5645
H  1.8934  -3.8898  0.6936
H  -0.4119  -4.3560  0.3511
H  -2.4761  -3.8237  0.8941
H  -4.4497  -2.3984  0.5253
H  -5.9276  0.8413  -0.3414

Atomic partial charges in e from the Mulliken method, atoms 1 to 4: atom 1 (C): -1.19, atom 2 (H): 0.37, atom 3 (H): 0.51, atom 4 (O): -0.32

***

# C30H66O20P2

A structure of composition C30H66O20P2 (ωB97M-V/def2-TZVPD, the OMol25 dataset).

As for the gap between HOMO and LUMO: 7.6 eV. For the HOMO energy, the calculation gives -7.139 eV.

Element x y z (Å)
C  -7.4641  1.5484  16.2531
O  -7.6065  2.9547  16.3612
P  -8.7759  3.6136  15.4391
O  -8.7495  5.0730  15.1820
O  -8.8078  2.6489  14.1414
C  -9.7688  2.6006  13.1138
O  -10.1134  3.1448  16.2825
C  -10.4567  3.9553  17.4046
H  -6.5792  1.2127  16.7939
H  -7.4439  1.1773  15.2284
H  -8.3366  1.1554  16.7750
H  -10.6565  3.2194  13.2453
H  -10.0157  1.5390  13.1270
H  -9.2824  2.7829  12.1555
H  -9.9741  4.9297  17.4801
H  -10.3544  3.4626  18.3715
H  -11.5182  4.1729  17.2863
C  -14.5875  11.2132  8.3319
O  -13.9321  11.1322  9.6074
P  -14.1760  9.8056  10.5679
O  -13.7885  8.5485  9.8952
O  -15.7243  10.0071  10.9167
C  -16.2564  9.0865  11.9178
O  -13.4068  10.0635  11.9578
C  -12.0470  9.8189  12.1000
H  -15.1106  10.2691  8.1798
H  -13.8951  11.3816  7.5070
H  -15.3850  11.9558  8.3080
H  -16.6092  9.6145  12.8037
H  -15.5618  8.3409  12.3048
H  -17.0680  8.4862  11.5068
H  -11.5259  9.6746  11.1535
H  -11.8525  8.9396  12.7140
H  -11.4940  10.5816  12.6484
O  -14.1061  7.7626  16.7936
C  -13.6579  7.2252  17.8228
O  -13.5701  5.8902  17.9500
C  -14.3596  4.9977  17.1118
C  -13.7575  3.5939  17.0750
C  -12.9007  8.0385  18.8127
H  -14.2417  5.3209  16.0776
H  -15.4043  5.0068  17.4224
H  -13.5533  3.1345  18.0421
H  -12.7990  3.7048  16.5680
H  -14.3055  2.9794  16.3607
H  -11.8307  7.8363  18.7639
H  -13.3044  7.8733  19.8117
H  -12.9340  9.1207  18.6873
O  -7.7368  5.7597  20.6996
C  -8.8790  5.4936  21.1427
O  -10.0791  5.6872  20.5191
C  -10.2665  6.4971  19.3543
C  -11.2643  5.6818  18.5086
C  -9.0635  4.8229  22.4880
H  -9.3184  6.6234  18.8314
H  -10.6454  7.4544  19.7121
H  -12.2821  5.5538  18.8772
H  -10.8909  4.6901  18.2532
H  -11.4917  6.1575  17.5546
H  -8.1158  4.8970  23.0214
H  -9.0232  3.7865  22.1528
H  -9.9894  5.0799  23.0025
O  -12.4214  4.3778  10.0416
C  -11.6977  4.6234  10.9667
O  -11.9114  5.5161  11.9281
C  -13.1205  6.1699  12.1393
C  -13.0275  7.5229  11.4521
C  -10.4104  3.7797  11.1675
H  -13.4877  6.3609  13.1477
H  -13.9134  5.5523  11.7173
H  -13.8723  8.1573  11.7203
H  -13.1882  7.4923  10.3744
H  -12.1705  8.1419  11.7174
H  -9.5187  4.3835  10.9989
H  -10.5259  2.9087  10.5224
H  -10.5911  3.4747  12.1982
O  -11.5592  5.5203  16.7072
C  -11.4355  5.5172  15.4870
O  -11.8655  6.4370  14.6088
C  -12.6925  7.4378  15.0657
C  -12.7798  8.3630  13.9006
C  -10.6103  4.5592  14.7071
H  -12.4302  7.9028  16.0160
H  -13.6264  6.9838  15.3972
H  -11.9177  8.9468  13.5781
H  -13.5282  9.1103  14.1643
H  -13.1018  7.8554  12.9914
H  -10.4333  3.6017  15.1970
H  -9.6413  5.0583  14.7145
H  -11.0138  4.4663  13.6988
O  -12.5919  4.0417  13.2602
C  -13.5422  4.1162  14.0484
O  -13.9018  3.1341  14.9011
C  -13.2047  1.9186  15.0284
C  -12.1226  2.0120  16.0972
C  -14.4336  5.3348  14.0912
H  -12.7131  1.6714  14.0874
H  -13.9294  1.1512  15.3004
H  -12.6504  2.1632  17.0389
H  -11.6282  2.9592  15.8813
H  -11.4041  1.2010  15.9783
H  -15.2147  5.1471  14.8279
H  -14.8928  5.4710  13.1121
H  -13.9219  6.2482  14.3948
O  -10.3072  9.2340  14.8205
C  -9.6567  8.2491  15.2620
O  -9.1474  7.2914  14.4840
C  -9.1151  7.4692  13.0652
C  -10.2714  6.6505  12.4187
C  -9.5771  7.8457  16.6810
H  -8.1382  7.2744  12.6226
H  -9.1518  8.5212  12.7824
H  -10.3581  6.7296  11.3351
H  -11.1882  7.0052  12.8898
H  -10.1203  5.6153  12.7246
H  -10.4524  7.2431  16.9235
H  -9.5788  8.7649  17.2669
H  -8.6653  7.2651  16.8209

Atomic partial charges in e from the Mulliken method, atoms 1 to 4: atom 1 (C): -0.82, atom 2 (O): -0.58, atom 3 (P): 0.30, atom 4 (O): -0.55

***

# C44H43AsClF7N4O5Ru

A structure of composition C44H43AsClF7N4O5Ru (ωB97M-V/def2-TZVPD, the OMol25 dataset).

As for the gap between HOMO and LUMO (alpha / beta): 6.8 / 6.1 eV. The multiplicity is 5. For the HOMO energy (alpha / beta), the calculation gives -7.257 / -7.263 eV.

Element x y z (Å)
Ru  -0.4727  -0.0280  1.4649
C  6.7530  -2.4387  0.1683
C  5.9006  -1.2005  0.3963
N  4.4667  -1.4946  0.3721
C  3.7734  -1.4775  1.5211
C  2.4195  -1.5870  1.6055
C  1.8114  -1.3845  2.9721
O  2.4475  -1.7313  3.9494
O  0.6532  -0.8134  2.9990
C  1.6682  -1.7909  0.4117
O  0.4120  -1.6841  0.3114
C  2.4424  -2.0778  -0.7819
C  1.8087  -2.4867  -1.9626
C  2.4855  -2.4612  -3.1430
F  1.8944  -2.9547  -4.2519
C  3.7452  -1.8335  -3.2383
C  4.4223  -1.5829  -2.0589
C  3.8086  -1.7600  -0.8146
N  4.2162  -1.2676  -4.4227
C  5.6096  -1.0805  -4.7375
C  5.8140  0.4450  -4.9618
N  4.4779  1.0574  -5.2153
C  3.7495  0.2551  -6.2459
C  3.3642  -1.0851  -5.5882
H  7.8102  -2.1735  0.1867
H  6.5306  -2.9019  -0.7931
H  6.5706  -3.1752  0.9507
H  6.1073  -0.4233  -0.3398
H  6.1123  -0.7588  1.3680
H  4.3401  -1.3087  2.4280
H  0.7694  -2.7848  -1.9284
H  5.3882  -1.1028  -2.1133
H  5.9032  -1.6602  -5.6188
H  6.2412  -1.3953  -3.9112
H  6.4510  0.6692  -5.8162
H  6.2224  0.9251  -4.0742
H  4.5552  2.0341  -5.4891
H  3.9022  1.0358  -4.3452
H  4.4225  0.1406  -7.0954
H  2.8652  0.8104  -6.5445
H  3.4599  -1.9036  -6.3104
H  2.3364  -1.0125  -5.2649
C  -7.7932  0.4279  -1.4005
C  -7.1023  0.7235  -0.0960
C  -7.2285  1.9817  0.4814
C  -6.6188  2.2647  1.6936
C  -5.8663  1.2948  2.3305
C  -5.7267  0.0318  1.7604
N  -4.9446  -0.9644  2.3992
C  -4.6976  -0.9135  3.7846
C  -5.7483  -1.0931  4.6824
C  -5.5079  -1.1183  6.0445
C  -4.2156  -0.9783  6.5376
C  -3.1692  -0.7700  5.6557
C  -3.4099  -0.7210  4.2885
C  -2.3203  -0.3611  3.3368
O  -2.0327  -1.1771  2.3878
O  -1.7524  0.7397  3.4309
C  -6.3507  -0.2674  0.5438
C  -6.2631  -1.6460  -0.0548
H  -8.4006  1.2752  -1.7161
H  -8.4437  -0.4454  -1.3209
H  -7.0724  0.2160  -2.1949
H  -7.8175  2.7400  -0.0210
H  -6.7189  3.2467  2.1385
H  -5.3644  1.5137  3.2647
H  -4.1350  -1.2468  1.8614
H  -6.7487  -1.2280  4.2907
H  -6.3336  -1.2669  6.7290
H  -4.0296  -1.0181  7.6025
H  -2.1596  -0.6206  6.0172
H  -5.4475  -2.2278  0.3654
H  -6.1230  -1.5996  -1.1350
H  -7.1876  -2.2013  0.1300
C  -4.0244  1.4442  -1.4409
C  -3.5184  2.3828  -0.5523
C  -2.5075  2.0337  0.3288
C  -1.9957  0.7368  0.3455
C  -2.5581  -0.2138  -0.5110
C  -3.5434  0.1436  -1.4199
H  -4.8033  1.7255  -2.1384
H  -3.9131  3.3907  -0.5461
H  -2.1342  2.7826  1.0149
H  -2.2062  -1.2411  -0.4935
H  -3.9431  -0.5997  -2.0985
Cl  3.3979  1.7383  0.3732
C  2.9872  1.8174  2.0720
C  4.0294  1.8401  2.9872
C  3.7498  1.9167  4.3403
C  2.4295  1.9816  4.7660
C  1.4013  1.9644  3.8439
C  1.6490  1.8765  2.4707
C  0.5229  1.8237  1.5075
H  5.0511  1.8103  2.6308
H  4.5593  1.9239  5.0582
H  2.2023  2.0323  5.8224
H  0.3691  1.9757  4.1724
H  0.8511  1.9627  0.4772
H  -0.2537  2.5449  1.7487
F  1.0093  1.1889  -1.7234
As  1.5594  1.8865  -3.1912
F  1.1324  0.4247  -4.0439
F  0.0461  2.5770  -3.5692
F  2.2412  2.4859  -4.7336
F  2.0988  3.3102  -2.4056
F  3.1853  1.1909  -2.9487

Atomic partial charges in e from the Mulliken method, atoms 1 to 4: atom 1 (Ru): 0.73, atom 2 (C): -1.22, atom 3 (C): -0.87, atom 4 (N): 0.53

***

Q: Which relative energy (zero: lowest compared OMol25 entry of this formula, charge and spin) values were calculated for the entries above? A: 117.6 67.1 0.0 384.8 1106.5 0.2, in kcal/mol.